The following is a quantum chemistry calculation of a single C6H9N3O4 molecule in a non-equilibrium geometry, from the OMol25 dataset.

Cartesian coordinates (Å):
C: -1.54899 -0.89167 1.07780
C: 2.63928 0.97676 -0.01580
C: 0.50029 -0.59502 1.65426
C: -1.00600 0.05396 0.10984
C: -1.38229 -0.47610 -1.52681
C: 1.18806 1.17444 0.13642
N: -0.75393 -1.27614 1.94417
N: -1.73684 1.43280 0.23996
N: 0.32596 0.01687 0.38308
O: 3.01078 -0.23781 -0.51570
O: 3.43459 1.73162 0.35549
O: -1.41538 2.01266 1.25429
O: -2.54526 1.71147 -0.56928
H: -2.56130 -1.09841 0.97530
H: 0.58194 0.06589 2.52177
H: 1.25221 -1.37560 1.74711
H: -1.05492 -1.53623 -1.46624
H: -0.70424 0.06860 -2.26148
H: -2.41017 -0.44748 -1.75240
H: 0.62580 1.63749 -0.71506
H: 1.05780 1.87638 0.89991
H: 2.19597 -0.73720 -0.87017

Force components x, y, z for each atom (eV/Å):
-0.78 0.78 -0.61
-1.18 -3.51 -1.25
-0.53 -1.49 2.24
-2.08 -0.48 -5.71
3.24 0.19 2.51
-3.26 0.17 -1.67
0.69 -0.68 0.90
1.85 -2.03 1.75
3.11 0.59 0.35
-1.65 -0.85 -0.99
2.29 2.47 0.92
-0.26 0.98 0.14
-1.41 1.19 -1.08
-1.84 -0.93 0.34
0.55 0.53 -0.22
0.57 0.29 -0.47
-0.12 0.61 -0.23
-1.11 -0.54 0.96
-1.07 0.38 -0.29
1.44 0.05 0.04
-0.06 1.16 1.44
1.61 1.11 0.93

Molar mass   187.16 g/mol
HOMO level   -9.94 eV